ORCA calculation (ωB97M-V/def2-TZVPD) on C47H60Cl2O8SV as an isolated structure.

## Properties
LUMO energy (alpha / beta) ... 2.27 / 2.27 eV
<S²> ... 2.010
E_tot ... -127667.67830 eV
Charge ... -1
Multiplicity ... 3
Energy relative to the best compared isomer or geometry (same formula, charge and spin) ... 0.0 kcal per mole
Frontier orbital gap (alpha / beta) ... 7.17 / 7.25 eV

Geometry (Å):
V -1.11036 2.05034 -0.22254
C 2.14774 -1.34277 1.60658
O 1.28589 -0.50595 0.86813
C 1.97225 0.33758 0.01831
C 2.55633 1.49881 0.51726
C 2.44278 1.97194 1.95086
C 1.42495 1.35862 2.87328
C 1.83559 0.77709 4.06318
C 0.94671 0.21669 4.97889
C -0.40582 0.28942 4.67125
C -0.87551 0.86765 3.49597
C -2.35125 0.87116 3.20521
C -2.72112 -0.20242 2.20896
C -2.41645 -1.53890 2.45193
C -2.59321 -2.51379 1.48343
C -3.05881 -2.11316 0.23016
C -3.35337 -0.79146 -0.05941
C -3.60715 -0.35764 -1.48099
C -2.38432 -0.58314 -2.34685
C -2.53822 -0.98434 -3.66938
C -1.45756 -1.28979 -4.48913
C -0.19225 -1.27604 -3.89807
C 0.00845 -0.88992 -2.58501
C 1.33627 -1.15875 -1.90908
C 2.06536 0.02486 -1.33951
C 2.87034 0.80786 -2.15593
C 3.55056 1.91582 -1.67105
C 3.34224 2.25918 -0.34150
C 4.51629 2.73375 -2.51795
C 4.09352 4.20786 -2.54115
C 4.58314 2.23478 -3.96171
C 5.92226 2.62147 -1.90508
C -1.08637 -0.40332 -1.83493
O -0.87946 0.15764 -0.65273
C -1.60410 -1.61581 -5.97414
C -3.06923 -1.75814 -6.39234
C -0.88830 -2.93077 -6.31527
C -0.97617 -0.47550 -6.78993
C -3.23838 0.14251 0.97181
O -3.50521 1.47480 0.69107
C -4.84956 1.84458 0.97300
C -2.23021 -3.97787 1.71547
C -1.74041 -4.23341 3.14384
C -3.46151 -4.85806 1.45992
C -1.10796 -4.37624 0.74713
C 0.04807 1.39042 2.57081
O -0.33988 1.88858 1.41207
C 1.47949 -0.43402 6.25373
C 2.50947 -1.51439 5.89170
C 0.36865 -1.10045 7.06912
C 2.15280 0.62923 7.13141
H 2.82785 -0.76121 2.24081
H 2.74338 -1.98481 0.94500
H 1.51315 -1.95881 2.24363
H 2.26407 3.05215 1.90411
H 3.42398 1.85521 2.42533
H 2.90072 0.75925 4.27445
H -1.14305 -0.11357 5.35385
H -2.64828 1.83989 2.80206
H -2.88631 0.71997 4.14676
H -1.98147 -1.78980 3.41036
H -3.11583 -2.83200 -0.58055
H -3.92544 0.68597 -1.52152
H -4.41446 -0.96937 -1.89518
H -3.55013 -1.06462 -4.04802
H 0.67318 -1.60709 -4.46373
H 1.98063 -1.65452 -2.64013
H 1.15468 -1.87091 -1.10042
H 2.94357 0.53047 -3.20083
H 3.80652 3.15215 0.06237
H 3.12748 4.32355 -3.03922
H 4.83515 4.79981 -3.08301
H 4.00574 4.61681 -1.53507
H 3.60766 2.29060 -4.44811
H 4.93506 1.20315 -4.01516
H 5.27784 2.85653 -4.53055
H 5.94988 3.04932 -0.90270
H 6.65069 3.15402 -2.52219
H 6.22948 1.57676 -1.83177
H -3.56907 -2.55064 -5.83261
H -3.12509 -2.00673 -7.45468
H -3.62130 -0.83032 -6.23796
H -1.27723 -3.75053 -5.70894
H 0.18521 -2.86361 -6.13999
H -1.03663 -3.18037 -7.36922
H -1.46308 0.47286 -6.55887
H -1.07375 -0.66723 -7.86244
H 0.08371 -0.36947 -6.55506
H -5.53692 1.08666 0.58579
H -5.01919 2.79210 0.47050
H -4.99674 1.94226 2.05560
H -2.49706 -3.96045 3.88164
H -0.83229 -3.66915 3.36253
H -1.51349 -5.29426 3.26954
H -4.28973 -4.55772 2.10427
H -3.22836 -5.90658 1.66231
H -3.79688 -4.77945 0.42569
H -0.22472 -3.75557 0.90980
H -1.41240 -4.24959 -0.29191
H -0.83010 -5.42301 0.89580
H 2.07091 -2.25128 5.21638
H 2.85128 -2.03167 6.79226
H 3.38372 -1.08792 5.39918
H -0.14780 -1.86657 6.48791
H -0.37065 -0.37446 7.41037
H 0.79752 -1.57869 7.95254
H 2.95924 1.12867 6.59386
H 2.57361 0.17516 8.03289
H 1.43095 1.39003 7.43289
O -2.04265 3.89140 -0.15484
S -2.68657 3.74056 -1.52403
O -4.11439 3.58331 -1.43958
O -2.03010 2.37689 -1.86709
O -2.22912 4.77217 -2.42893
Cl 1.11771 4.75041 0.13185
C 0.76689 5.03455 -1.57532
Cl 0.89407 3.53996 -2.50993
H 1.50106 5.73805 -1.95213
H -0.25332 5.38471 -1.66143